(1)
The following is a DFT calculation (the ωB97M-V functional and the def2-TZVPD basis) of a molecular structure, C8H12F12MgN4P2 in a non-equilibrium geometry.

As for the strongest force on any atom: 1.92 eV/Å. Its energy relative to the best compared isomer or geometry (same formula, charge and spin) is 0.432 eV. As for the spin multiplicity: 1. The calculation puts the LUMO energy at -0.7470 eV.

```
39
C8H12F12MgN4P2 | OMol25 | the ωB97M-V functional and the def2-TZVPD basis
Mg -0.183 0.327 -0.137
P -0.626 3.125 -2.081
F -0.887 1.660 -1.250
F 0.857 2.545 -2.417
F -1.236 2.378 -3.363
F -0.348 4.458 -2.878
F -2.127 3.569 -1.651
F -0.065 3.742 -0.714
P -1.412 1.671 2.948
F -2.922 2.012 2.501
F -1.951 0.357 3.731
F -1.224 0.734 1.570
F 0.087 1.251 3.357
F -0.846 2.913 2.109
F -1.551 2.593 4.264
C 3.405 1.481 2.070
C 2.291 1.442 1.154
N 1.361 1.453 0.497
H 3.139 1.136 3.067
H 3.792 2.501 2.084
H 4.255 0.861 1.775
C -3.955 -2.752 -1.070
C -2.920 -1.739 -0.863
N -2.091 -0.976 -0.707
H -3.595 -3.749 -0.836
H -4.235 -2.710 -2.123
H -4.811 -2.496 -0.449
C 1.313 -3.637 1.753
C 0.783 -2.385 1.274
N 0.370 -1.399 0.878
H 2.401 -3.583 1.821
H 1.027 -4.479 1.131
H 0.991 -3.769 2.789
C 2.099 -1.658 -3.671
C 1.321 -0.942 -2.676
N 0.681 -0.310 -1.972
H 2.863 -2.309 -3.254
H 2.526 -1.003 -4.427
H 1.426 -2.311 -4.234
```

---

(2)
The following is a DFT calculation (the ωB97M-V functional and the def2-TZVPD basis) of a gas-phase ion, C8H16N3 (charge +1) in a non-equilibrium geometry.

As for the strongest force on any atom: 7.74 eV/Å. Its energy relative to the best compared isomer or geometry (same formula, charge and spin) is 3.913 eV. Its net charge is +1. As for the spin multiplicity: 1. The calculation puts the LUMO energy at -4.9649 eV. Its structure (SMILES) is CCN(/C(C)=C\[N+]#N)C(C)C.

```
27
C8H16N3 | OMol25 | the ωB97M-V functional and the def2-TZVPD basis
C 2.155 -0.867 1.508
C 1.723 -0.330 0.177
N 0.274 0.031 0.062
C 0.002 1.328 -0.182
C 0.884 2.141 -0.957
C -1.222 1.850 0.240
N -2.025 1.204 0.927
N -2.296 0.341 1.591
C -0.527 -1.053 -0.431
C -1.446 -0.583 -1.593
C -1.254 -1.839 0.703
H 1.618 -0.389 2.387
H 2.172 -1.930 1.551
H 3.178 -0.572 1.749
H 1.922 -1.028 -0.602
H 2.257 0.607 -0.005
H 1.328 1.706 -1.846
H 1.637 2.707 -0.516
H 0.187 2.875 -1.490
H -1.354 2.914 -0.033
H 0.111 -1.850 -0.707
H -0.793 0.168 -2.084
H -1.888 -1.372 -2.171
H -2.295 0.041 -1.158
H -0.651 -1.856 1.583
H -1.513 -2.917 0.416
H -2.183 -1.328 0.883
```

---

(3)
The following is a DFT calculation (the ωB97M-V functional and the def2-TZVPD basis) of a single CH6N2OP2S molecule in a non-equilibrium geometry.

As for the strongest force on any atom: 3.46 eV/Å. Its energy relative to the best compared isomer or geometry (same formula, charge and spin) is 0.793 eV. As for the spin multiplicity: 1. The calculation puts the LUMO energy at -0.4195 eV. Its structure (SMILES) is CNPN1[PH]#S1=O.

```
13
CH6N2OP2S | OMol25 | the ωB97M-V functional and the def2-TZVPD basis
C 0.923 -1.662 -0.780
N 0.459 -1.091 0.479
P -1.143 -0.733 0.809
N -1.365 0.950 0.434
P -1.117 1.856 -1.031
S -0.326 2.233 1.020
O 1.112 1.818 1.057
H 1.943 -1.857 -0.708
H 0.486 -2.624 -1.205
H 0.935 -0.944 -1.686
H 1.148 -0.387 0.552
H -0.864 -0.408 2.112
H -2.190 2.849 -1.052
```

---

(4)
The following is a DFT calculation (the ωB97M-V functional and the def2-TZVPD basis) of a molecular structure, C16H36BBrCaF7Li2N4O11PS in a non-equilibrium geometry.

As for the strongest force on any atom: 3.17 eV/Å. Its net charge is +2. As for the spin multiplicity: 1. The calculation puts the LUMO energy at -8.5328 eV.

```
81
C16H36BBrCaF7Li2N4O11PS | OMol25 | the ωB97M-V functional and the def2-TZVPD basis
N 3.166 1.556 -0.801
C 3.053 0.188 -1.241
O 3.499 -0.718 -0.555
C 2.340 -0.135 -2.537
C 0.927 -0.419 -2.134
N -0.106 0.600 -2.259
C 0.080 1.845 -2.459
C -1.173 2.615 -2.432
C -2.165 1.527 -2.867
C -1.553 0.369 -2.093
N -1.846 0.361 -0.650
P -2.331 -1.174 -2.784
O -1.326 -2.073 -3.392
H 2.256 1.857 -0.469
H 3.357 2.121 -1.623
H 2.723 -1.076 -2.872
H 2.496 0.564 -3.335
H 1.046 -0.614 -1.062
H 0.612 -1.337 -2.597
H 1.017 2.329 -2.627
H -1.184 3.579 -2.895
H -1.344 2.750 -1.366
H -3.206 1.659 -2.658
H -1.944 1.335 -3.906
H -1.012 0.621 -0.154
H -2.084 -0.571 -0.347
H -3.068 -1.775 -1.749
H -3.266 -0.758 -3.734
C -1.769 1.791 4.465
C -2.393 1.333 3.191
O -1.681 0.989 2.245
C -3.883 1.299 3.091
H -0.690 1.751 4.366
H -2.070 2.815 4.691
H -2.073 1.134 5.281
H -4.289 2.299 3.245
H -4.286 0.628 3.851
H -4.186 0.946 2.107
B -6.073 2.215 -1.117
F -7.257 1.923 -1.703
F -5.290 1.100 -0.945
F -5.295 3.121 -2.108
F -6.215 2.925 0.025
Li 0.038 -3.633 -3.773
Br -6.535 4.334 -2.971
O 0.628 -0.804 1.675
H 1.517 -0.384 1.767
H -0.102 -0.211 2.117
H 0.634 -1.694 2.095
C 3.480 -1.420 6.939
C 2.009 -1.599 7.304
C 1.059 -1.487 6.102
O 0.824 -0.159 5.641
C 1.831 0.355 4.798
N 1.671 -0.658 8.370
H 3.737 -0.374 6.773
H 4.111 -1.777 7.748
H 3.738 -1.985 6.039
H 1.891 -2.610 7.702
H 0.080 -1.859 6.410
H 1.396 -2.124 5.268
H 2.273 -0.433 4.167
H 2.622 0.848 5.362
H 1.373 1.114 4.152
H 0.730 -0.844 8.706
H 1.610 0.273 7.969
C -1.659 -1.980 -7.447
O -2.877 -2.227 -7.272
O -0.909 -2.169 -6.228
O -1.042 -1.608 -8.423
H -1.680 -2.443 -5.709
Li 1.127 -2.367 -0.491
C 3.958 -0.159 -6.201
F 3.025 0.710 -5.731
F 3.458 -0.775 -7.255
F 5.021 0.537 -6.569
S 4.398 -1.359 -4.891
O 3.110 -1.998 -4.594
O 4.883 -0.516 -3.809
O 5.370 -2.222 -5.478
Ca 1.691 -5.784 -3.349
```

---

(5)
The following is a DFT calculation (the ωB97M-V functional and the def2-TZVPD basis) of 11 unconnected molecules or ions with the total composition C34H96N6O11 in a non-equilibrium geometry.

As for the strongest force on any atom: 1.37 eV/Å. Its energy relative to the best compared isomer or geometry (same formula, charge and spin) is 0.512 eV. As for the spin multiplicity: 1. The calculation puts the LUMO energy at 0.3249 eV. Its structure (SMILES) is COC[C@H](C)N.COC[C@H](C)N.COC[C@H](C)N.COC[C@H](C)N.COC[C@H](C)N.COC[C@H](C)N.CCO.CCO.CCO.CCO.CCO.

```
147
C34H96N6O11 | OMol25 | the ωB97M-V functional and the def2-TZVPD basis
C 19.975 13.519 4.555
O 20.733 12.330 4.549
C 20.034 11.233 5.072
C 20.376 9.963 4.317
C 19.942 9.978 2.876
N 19.761 8.810 4.993
H 19.109 13.447 3.892
H 20.545 14.377 4.191
H 19.734 13.780 5.591
H 20.310 11.061 6.126
H 18.945 11.339 5.132
H 21.460 9.786 4.334
H 20.320 10.873 2.372
H 18.881 10.054 2.623
H 20.323 9.100 2.351
H 19.908 8.020 4.359
H 20.250 8.537 5.839
C 15.637 2.962 6.023
O 16.249 2.868 7.272
C 16.664 4.073 7.855
C 17.005 3.827 9.318
C 17.522 5.091 10.018
N 18.035 2.784 9.466
H 16.266 3.422 5.246
H 14.760 3.616 6.063
H 15.397 1.989 5.600
H 17.552 4.483 7.346
H 15.912 4.869 7.761
H 16.090 3.515 9.831
H 18.330 5.490 9.396
H 17.957 4.903 10.998
H 16.698 5.789 10.174
H 18.864 3.154 8.987
H 17.723 2.004 8.887
C 19.564 4.118 -0.491
O 20.426 3.138 -1.069
C 19.730 1.999 -1.509
C 20.712 0.839 -1.759
C 21.610 1.090 -2.966
N 20.001 -0.424 -1.966
H 20.231 4.798 0.034
H 18.833 3.685 0.192
H 19.070 4.635 -1.318
H 18.957 1.673 -0.803
H 19.258 2.218 -2.480
H 21.357 0.707 -0.887
H 22.206 0.196 -3.176
H 22.379 1.838 -2.778
H 21.015 1.255 -3.866
H 19.224 -0.487 -1.312
H 19.559 -0.412 -2.883
C 18.593 7.716 0.515
O 18.182 9.052 0.271
C 16.888 9.302 0.796
C 16.428 10.683 0.360
C 16.237 10.812 -1.152
N 17.255 11.801 0.854
H 18.704 7.655 1.604
H 19.470 7.445 -0.066
H 17.786 7.030 0.222
H 16.173 8.509 0.552
H 16.986 9.290 1.894
H 15.449 10.820 0.833
H 17.192 11.006 -1.635
H 15.418 11.469 -1.433
H 15.897 9.844 -1.542
H 18.226 11.586 0.621
H 17.243 11.710 1.872
C 15.656 10.228 9.540
O 17.028 10.187 9.189
C 17.236 10.305 7.794
C 16.544 9.236 6.945
C 16.961 7.828 7.360
N 16.856 9.408 5.522
H 15.160 9.280 9.320
H 15.108 11.023 9.029
H 15.624 10.397 10.614
H 16.961 11.293 7.399
H 18.320 10.248 7.659
H 15.453 9.304 7.039
H 16.659 7.056 6.659
H 16.571 7.589 8.352
H 18.046 7.852 7.519
H 16.815 10.368 5.206
H 17.799 9.021 5.342
C 21.299 6.530 7.248
O 21.399 7.931 7.414
C 21.571 8.340 8.761
C 21.495 9.847 8.838
C 22.639 10.558 8.115
N 21.427 10.345 10.229
H 20.533 6.143 7.927
H 22.240 5.985 7.365
H 20.928 6.387 6.231
H 20.850 7.841 9.418
H 22.555 7.974 9.084
H 20.563 10.125 8.324
H 23.642 10.316 8.465
H 22.459 11.633 8.124
H 22.640 10.238 7.068
H 20.561 9.991 10.630
H 21.326 11.350 10.143
C 18.021 5.904 4.204
C 19.053 5.332 3.236
O 20.231 6.132 3.349
H 17.739 6.925 3.941
H 18.434 5.925 5.210
H 17.118 5.295 4.134
H 18.667 5.316 2.212
H 19.336 4.318 3.534
H 20.938 5.678 2.839
C 22.880 4.159 4.205
C 23.301 4.449 2.782
O 22.122 4.677 1.954
H 22.339 3.220 4.291
H 22.271 4.976 4.598
H 23.744 4.211 4.872
H 23.912 3.646 2.365
H 23.851 5.396 2.726
H 22.502 4.686 1.066
C 12.954 6.978 3.074
C 14.303 7.202 3.760
O 14.124 8.234 4.707
H 12.284 6.356 3.663
H 13.091 6.535 2.087
H 12.515 7.965 2.928
H 15.032 7.461 2.981
H 14.698 6.297 4.235
H 14.965 8.382 5.167
C 20.065 2.509 6.015
C 20.880 2.338 7.263
O 20.615 3.403 8.209
H 20.104 3.485 5.520
H 18.993 2.365 6.181
H 20.340 1.773 5.255
H 21.957 2.252 7.127
H 20.493 1.446 7.767
H 21.454 3.646 8.608
C 17.369 2.151 1.712
C 16.790 1.183 2.711
O 17.287 -0.116 2.427
H 17.102 1.863 0.690
H 18.454 2.218 1.782
H 16.932 3.146 1.836
H 15.695 1.192 2.773
H 17.087 1.594 3.690
H 16.966 -0.683 3.138
```

---

What is the strongest force on any atom in the fifth record? 1.37 eV/Å